# OS

A single OS molecule at a distorted geometry (the ωB97M-V functional and the def2-TZVPD basis, the Open Molecules 2025 dataset).

Geometry as XYZ:
```
2
Properties=species:S:1:pos:R:3
O 0.000 0.000 -0.778
S 0.000 0.000 0.778
```

Energy relative to the best compared isomer or geometry (same formula, charge and spin)   3.4 kcal/mol
F_max   0.069 Eh/bohr
E_tot   -473.327618 Ha
Frontier orbital gap   6.4 eV
E_HOMO   -9.06 eV
SMILES   O=S
Molar mass   48.07 g/mol
LUMO level   -2.6 eV
Charge   0